w | # C4H6Cl2

C4H6Cl2 in the gas phase (wB97M-V/def2-TZVPD, the OMol25 dataset).

```
! wB97M-V def2-TZVPD RIJCOSX def2/J DEFGRID3
* xyz 0 1
C 1.3081 -0.9840 0.1642
C 0.0263 -0.3949 0.5627
C -0.1842 1.0889 0.4718
C -0.9328 0.1648 -0.3652
H 1.7347 -1.7630 0.8287
H 1.1946 -1.5625 -0.7366
H -0.5910 -0.9146 1.3883
H 0.5886 1.6509 -0.0739
H -0.8238 1.5795 1.1569
H -0.6837 0.0242 -1.4689
Cl 2.5475 0.2165 -0.2144
Cl -2.7078 -0.1144 -0.1442
*
```

Computed properties:
* SMILES: ClC[C@H]1C[C@@H]1Cl
* E_HOMO: -0.3771 Ha


x | # C4H6Cl2

C4H6Cl2 in the gas phase (wB97M-V/def2-TZVPD, the OMol25 dataset).

```
! wB97M-V def2-TZVPD RIJCOSX def2/J DEFGRID3
* xyz 0 1
C -0.0310 -0.1536 0.0241
C 0.6637 -0.8653 0.9088
C 0.7261 0.7539 -0.8380
C -1.4558 -0.1129 -0.0096
Cl 0.0175 -1.7599 2.1699
Cl 2.4009 -0.7308 0.8807
H 0.1526 1.4458 -1.4858
H 1.5421 0.2487 -1.4370
H 1.5374 1.3295 -0.1911
H -2.0297 -0.4385 0.9180
H -1.8954 -0.6024 -0.8309
H -1.6285 0.8854 -0.1093
*
```

Computed properties:
* SMILES: CC(C)=C(Cl)Cl
* E_HOMO: -0.3246 Ha


y | # C4H6Cl2

C4H6Cl2 in the gas phase (wB97M-V/def2-TZVPD, the OMol25 dataset).

```
! wB97M-V def2-TZVPD RIJCOSX def2/J DEFGRID3
* xyz 0 1
C 0.4529 1.4378 0.3687
C 0.5092 0.2158 -0.5157
C -0.6415 -0.5674 -0.1217
C -0.7008 -1.8035 0.3780
H 1.2288 2.2809 -0.0314
H -0.5150 1.8947 0.3809
H 0.7455 1.1906 1.3524
H 0.3999 0.5538 -1.5918
H -1.6321 -2.2675 0.5232
H 0.3058 -2.3318 0.4611
Cl 2.0611 -0.5789 -0.5746
Cl -2.2139 -0.0245 -0.6291
*
```

Computed properties:
* SMILES: C=C(Cl)[C@@H](C)Cl
* E_HOMO: -0.3540 Ha


z | # C4H6Cl2

2 unconnected molecules or ions with the total composition C4H6Cl2 (wB97M-V/def2-TZVPD, the OMol25 dataset).

```
! wB97M-V def2-TZVPD RIJCOSX def2/J DEFGRID3
* xyz 0 1
C -0.7683 -1.3939 -0.6453
C -0.6521 -0.1609 -0.3250
C -1.2170 1.0600 0.1461
C 1.6793 0.0412 0.4783
Cl 2.5166 -1.4189 0.1321
Cl 2.5595 1.4612 -0.1960
H -0.0335 -2.1425 -0.4797
H -1.6191 -1.7729 -1.2369
H -0.3841 1.7194 0.3866
H -1.7837 0.8515 1.0538
H -1.8211 1.4380 -0.8104
H 1.5234 0.3179 1.4962
*
```

Computed properties:
* E_HOMO: -0.2953 Ha


Which of them is the most stable? Correct choice: y.


w | # C6H11NS

2 unconnected molecules or ions with the total composition C6H11NS (wB97M-V/def2-TZVPD, the OMol25 dataset).

```
! wB97M-V def2-TZVPD RIJCOSX def2/J DEFGRID3
* xyz 0 1
C 0.7466 -1.2079 -0.4627
C -3.6797 -1.3736 1.3129
C 0.9628 -0.2241 0.5412
C 1.4763 0.0043 -0.8807
C 1.8121 -0.5383 1.7642
C 0.7892 0.9505 -1.8429
N -2.6695 -0.7610 0.9180
S 0.2596 -2.5913 -1.1654
H -3.8019 -1.4279 2.4692
H -4.5375 -1.7722 0.7661
H -0.0213 0.2843 0.7583
H 2.5699 -0.0560 -0.9925
H 2.8381 -0.0459 1.8599
H 1.9861 -1.5475 1.8691
H 1.2963 -0.0840 2.6588
H -0.1619 1.3037 -1.3340
H 0.3280 0.4426 -2.6185
H 1.3584 1.8121 -2.0545
H -2.3888 -0.9170 -0.1226
*
```

Computed properties:
* SMILES: C[C@@H]1C(=S)[C@H]1C.C=N
* E_HOMO: -0.3011 Ha


x | # C6H11NS

C6H11NS in the gas phase (wB97M-V/def2-TZVPD, the OMol25 dataset).

```
! wB97M-V def2-TZVPD RIJCOSX def2/J DEFGRID3
* xyz 0 1
C -1.3259 -1.3751 0.6627
C -0.4731 -0.0425 0.6080
C 1.1993 -0.2814 0.7581
C 1.5663 -0.0948 -0.6775
C 0.8703 1.2382 -0.7294
C -0.5481 0.8422 -0.7236
H -3.3934 -0.9108 1.7701
H -0.7386 -1.9342 -0.1232
H -1.1286 -1.9592 1.5277
H -0.7393 0.6440 1.3473
H 1.4257 -1.3264 0.9764
H 1.6039 0.5759 1.3916
H 0.9895 -0.7765 -1.4002
H 2.6992 1.6675 -1.5214
H 1.1428 2.2018 -0.0871
H -1.3204 1.4956 -0.7278
H -0.7233 0.0976 -1.5596
N 1.8539 1.0035 -1.7232
S -2.9600 -1.0653 0.2311
*
```

Computed properties:
* SMILES: SCC1C[C@@H]2N[C@H]2C1
* E_HOMO: -0.3027 Ha


Which of them is the most stable? Correct choice: w.


w | # C6H11NS

A molecular structure, C6H11NS (wB97M-V/def2-TZVPD, the OMol25 dataset).

```
! wB97M-V def2-TZVPD RIJCOSX def2/J DEFGRID3
* xyz 0 1
C 1.6404 -1.1683 0.0698
C 0.5687 -0.2655 -0.3827
C 0.1214 -0.3651 -1.7696
C -0.6273 -0.1052 0.5196
C -0.3088 0.5530 1.9099
C -1.7849 0.7998 0.1732
H 2.2186 -0.8334 0.9267
H 1.3616 -2.1940 0.1582
H 2.3924 -1.2059 -0.7610
H 0.5425 -1.0779 -2.5748
H -0.8700 0.0498 -2.0730
H 0.5178 1.6956 -1.3048
H -1.1556 -1.0698 0.6643
H 0.4595 1.3437 1.8460
H -0.1217 -0.1640 2.7299
H -1.4172 1.7628 -0.4384
H -2.5918 0.1962 -0.2428
N 1.0639 0.7800 -1.3999
S -2.0095 1.2683 1.9494
*
```

Computed properties:
* E_HOMO: -0.3210 Ha


x | # C6H11NS

C6H11NS in the gas phase (wB97M-V/def2-TZVPD, the OMol25 dataset).

```
! wB97M-V def2-TZVPD RIJCOSX def2/J DEFGRID3
* xyz 0 1
C -1.4904 -0.6997 0.5428
C -0.9206 0.5392 -0.0121
C 0.0417 1.6749 0.2531
C 1.3006 1.1450 -0.3824
C 1.1625 -0.4645 -0.3644
C -0.0487 -0.5142 0.6051
H -1.8128 -1.5197 -1.2124
H -3.1010 -1.1964 -0.5907
H -1.9565 -0.6887 1.5426
H -0.6484 0.4295 -1.0924
H -0.2639 2.6934 -0.2305
H 0.0225 1.8518 1.2763
H 1.6276 1.4017 -1.4350
H 2.0494 1.3967 0.4536
H 0.9170 -0.7332 -1.3324
H 2.2128 -2.3765 0.4906
H 0.2836 -0.2721 1.7078
N -2.1901 -1.6139 -0.3452
S 2.8147 -1.0533 0.1254
*
```

Computed properties:
* SMILES: N[C@@H]1[C@H]2CC[C@@H](S)[C@H]12
* E_HOMO: -0.3235 Ha


Which of them is the most stable? Correct choice: w.


w | # C6H11NS

C6H11NS in the gas phase (wB97M-V/def2-TZVPD, the OMol25 dataset).

```
! wB97M-V def2-TZVPD RIJCOSX def2/J DEFGRID3
* xyz 0 1
C 1.0311 1.7152 0.1459
C 1.6016 0.4544 -0.5796
C 1.3297 -0.6292 0.3750
C -0.2138 -1.0641 0.5858
C -1.1156 -0.8053 -0.6783
C -3.1308 -0.6312 -0.1349
H 1.2968 1.9611 1.3182
H 1.3812 2.5264 -0.4811
H -0.0181 2.0549 0.1640
H 2.6853 0.4830 -0.7824
H 1.0601 0.3086 -1.5245
H 1.7480 -0.6893 1.4316
H 1.9899 -1.4333 -0.0365
H -0.7960 -0.5586 1.5762
H -0.2022 -2.1478 1.1647
H -1.3117 0.2889 -0.7904
H -0.6177 -1.1667 -1.6517
N -2.3258 -1.4470 -0.1994
S -4.3920 0.7801 0.0974
*
```

Computed properties:
* SMILES: CCCCCN=C=S
* E_HOMO: -0.3327 Ha


x | # C6H11NS

C6H11NS in the gas phase (wB97M-V/def2-TZVPD, the OMol25 dataset).

```
! wB97M-V def2-TZVPD RIJCOSX def2/J DEFGRID3
* xyz 0 1
C 1.5413 -1.6540 -0.1079
C 0.6759 -0.7258 0.6378
C 1.2752 0.7188 0.4580
C 0.0544 1.6053 -0.2571
C -1.0878 0.7504 0.1372
C -0.6361 -0.5884 -0.1760
H 1.4736 -1.6204 -1.2144
H 0.9240 -2.5388 0.0382
H 2.7133 -1.7914 -0.0021
H 0.4890 -0.8007 1.7034
H 1.4652 1.3519 1.4829
H 2.2811 -0.0877 -1.2269
H 2.7396 1.5117 -0.5081
H 0.2321 1.9015 -1.2879
H 0.2694 2.6585 0.1160
H -1.0288 0.5645 1.1929
H -0.6346 -0.7931 -1.2685
N 2.5803 0.4327 -0.2555
S -2.4952 -0.2514 -0.0868
*
```

Computed properties:
* SMILES: C[C@@H]1[C@H]2S[C@@H]2C[C@@H]1N
* E_HOMO: -0.3209 Ha


Which of them is the most stable? Correct choice: w.


w | # C6H11NS

C6H11NS in the gas phase (wB97M-V/def2-TZVPD, the OMol25 dataset).

```
! wB97M-V def2-TZVPD RIJCOSX def2/J DEFGRID3
* xyz 0 1
C 0.3724 -2.2956 -0.9311
C -0.5786 -1.2434 -0.4302
C 0.9467 0.3879 -0.7213
C -1.6924 -0.9439 -1.3173
C 0.6643 1.3075 1.4798
C 1.6202 0.9443 0.4259
N 1.4039 -2.1389 -1.6756
S 2.0285 -0.6303 -1.8261
H 0.3430 -3.2593 -0.6019
H -0.8586 -1.1895 0.6025
H 0.2103 1.0126 -1.0878
H -2.5192 -1.5534 -1.2349
H -1.4386 -1.0043 -2.4072
H -1.9519 0.0916 -1.0925
H -0.0101 0.5075 1.5082
H 0.1160 2.2649 1.2520
H 1.1813 1.3178 2.3913
H 2.4461 0.2179 0.7179
H 2.0444 1.8015 -0.0826
*
```

Computed properties:
* E_HOMO: -0.3034 Ha


x | # C6H11NS

C6H11NS in the gas phase (wB97M-V/def2-TZVPD, the OMol25 dataset).

```
! wB97M-V def2-TZVPD RIJCOSX def2/J DEFGRID3
* xyz 0 1
C 1.6840 2.3407 -0.4029
C 1.0155 1.0203 -0.2428
C -0.1092 0.6757 0.5225
C -0.8888 1.4575 1.5692
C -0.3514 -0.7680 0.5856
C -0.0660 -1.3322 2.0840
H 1.6207 2.6745 -1.4040
H 0.9780 3.0302 0.0917
H 2.6749 2.5110 -0.0220
H 1.6678 0.2379 -0.6384
H -0.4432 1.2952 2.7393
H -1.2069 2.5530 1.5628
H -2.0861 1.3575 1.6761
H 0.7826 -0.4993 2.5181
H -1.1342 -1.1423 2.6349
H 0.0761 -2.4415 2.1953
H -0.2640 -2.2972 -2.8667
N -0.1627 -1.6618 -0.3717
S -0.5770 -1.0007 -1.9112
*
```

Computed properties:
* SMILES: C/C=C(C)/C(C)=N\S
* E_HOMO: -0.2947 Ha


Which of them is the most stable? Correct choice: w.